(1)
Molecular formula: H4INP2
Method: DFT, the ωB97M-V functional and the def2-TZVPD basis

Kohn-Sham gap (spin up / spin down), eV: 6.82 / 6.04
F_max, Eh/bohr: 0.104
2S+1: 3
LUMO (spin up / spin down), eV: -0.3 / -2.9
Molecular weight, u: 206.89
⟨S²⟩: 2.00
Relative energy (zero: lowest compared OMol25 entry of this formula, charge and spin), kJ/mol: 161.3
E, Eh: -1037.36978

Last column: Mulliken charge in e.
Geometry (Å):
N (2.141, 0.749, -0.827)  -0.64
P (-2.140, -1.568, 0.559)  -0.01
P (-2.539, 0.410, 0.521)  -0.03
I (2.058, -0.746, 0.596)  0.12
H (1.830, 1.576, -0.480)  0.26
H (-3.360, -1.946, 0.194)  0.02
H (3.109, 0.860, -1.359)  0.27
H (-1.098, 0.664, 0.794)  0.01

Forces on the atoms, in the same order (eV/Å):
3.16 -3.13 -2.95
2.35 -3.39 1.11
0.79 4.00 0.61
0.24 0.73 -0.55
-0.77 2.84 1.46
-1.96 -0.87 -1.09
-2.69 -0.44 2.04
-1.13 0.24 -0.63

---

(2)
Molecular formula: C7H10NP
Method: DFT, the ωB97M-V functional and the def2-TZVPD basis

SMILES: Cc1ccncc1CP
Kohn-Sham gap, eV: 9.64
F_max, Eh/bohr: 0.144
2S+1: 1
LUMO, eV: 0.9
Molecular weight, u: 139.14
Relative energy (zero: lowest compared OMol25 entry of this formula, charge and spin), kJ/mol: 153.6
E, Eh: -668.72783

Last column: Mulliken charge in e.
Geometry (Å):
C (1.969, -0.601, 0.529)  -0.68
C (2.520, 0.701, 0.368)  -0.30
C (0.591, 1.678, -0.224)  -0.45
C (0.645, -0.722, 0.034)  1.02
C (0.012, 0.460, -0.264)  0.29
C (-0.025, -2.061, -0.213)  -1.43
C (-1.761, 0.496, -0.911)  -1.15
N (1.836, 1.811, 0.055)  -0.58
P (-2.780, 0.551, 0.665)  0.01
H (2.377, -1.554, 0.785)  0.41
H (3.620, 0.959, 0.590)  0.29
H (0.121, 2.548, -0.395)  0.57
H (-0.759, -2.174, 0.592)  0.31
H (-0.748, -2.102, -0.976)  0.35
H (0.764, -2.791, -0.270)  0.38
H (-2.059, -0.338, -1.386)  0.47
H (-1.977, 1.317, -1.463)  0.47
H (-2.487, 1.806, 0.961)  -0.01
H (-1.858, 0.017, 1.521)  0.01

Forces on the atoms, in the same order (eV/Å):
-1.63 1.59 -1.80
2.15 -0.22 1.51
0.27 -1.76 0.46
0.11 0.18 -0.34
-5.45 -0.87 -2.81
0.24 1.25 2.02
4.42 -0.19 5.92
2.98 -0.59 0.65
-1.46 -1.61 -1.57
1.22 0.03 0.34
-1.73 -0.95 -0.27
-2.14 2.84 -0.85
0.65 -0.69 0.71
-0.06 0.23 -1.89
-0.31 -0.75 0.07
-0.39 -3.02 -1.87
-0.15 2.67 -1.72
0.55 2.28 0.73
0.72 -0.42 0.70

---

(3)
Molecular formula: C3EuO4
Method: DFT, the ωB97M-V functional and the def2-TZVPD basis

Kohn-Sham gap (spin up / spin down), eV: 4.10 / 4.85
F_max, Eh/bohr: 0.167
2S+1: 8
LUMO (spin up / spin down), eV: -2.1 / -2.2
Molecular weight, u: 251.99
⟨S²⟩: 15.90
E, Eh: -1125.32718

Last column: Mulliken charge in e.
Geometry (Å):
C (-1.030, -1.367, -0.212)  -0.24
C (-2.225, -1.041, -0.471)  0.29
O (-3.223, -0.517, -1.183)  -0.68
O (-1.946, 1.350, 0.753)  -0.51
Eu (-4.388, -0.059, 0.696)  1.37
O (-0.499, 2.860, -0.501)  -0.29
C (-0.840, 1.920, 0.081)  0.56
O (0.222, -0.537, -0.171)  -0.49

Forces on the atoms, in the same order (eV/Å):
4.05 4.35 -0.96
-0.98 0.91 -0.02
0.27 -1.22 1.22
5.61 3.15 -3.10
2.61 -0.02 -1.04
0.90 -0.83 0.38
-7.34 -3.38 2.98
-5.11 -2.96 0.55